# C38H34AuN2O2S3Se3Te

A molecular structure, C38H34AuN2O2S3Se3Te (ωB97M-V/def2-TZVPD, the Open Molecules 2025 dataset).

Its electronic energy is -10530.9081 hartree. The energy above the lowest of the compared OMol25 structures with the same formula, charge and spin comes out at 0.0 kcal/mol. As for the total charge: +1.

Positions of all 84 atoms, in Å:
Au1 -1.05909 0.02935 0.31394
Se1 -1.90280 2.23447 1.00593
Se2 -4.12198 1.74695 0.85360
Te1 -4.09159 -0.55256 2.05999
Se3 -1.71598 -0.52486 2.64557
C1 2.45016 -7.97867 0.59854
C2 2.16541 -6.50729 0.49147
C3 0.90637 -6.05554 0.10102
C4 0.61929 -4.70224 0.02356
C5 1.61621 -3.79629 0.34328
C6 2.87569 -4.21091 0.75142
C7 3.14326 -5.56763 0.81326
S1 1.32817 -2.04983 0.23933
O1 -0.18899 -1.95257 0.00093
C8 2.02374 -1.69334 -1.36154
C9 1.33826 -2.19800 -2.48897
C10 1.77496 -1.87083 -3.73252
C11 2.88938 -1.01013 -3.90606
C12 3.33221 -0.63647 -5.19666
C13 4.39913 0.20081 -5.35001
C14 5.07254 0.70799 -4.21891
C15 4.67253 0.36085 -2.96081
C16 3.57166 -0.51081 -2.77124
C17 3.12789 -0.88792 -1.46557
C18 3.93348 -0.44725 -0.28366
C19 5.14167 -1.14547 0.01314
C20 5.54957 -2.29207 -0.71879
C21 6.69941 -2.95001 -0.39208
C22 7.50590 -2.49935 0.67650
C23 7.14210 -1.39762 1.39327
C24 5.95388 -0.69216 1.08091
C25 5.56838 0.45902 1.81083
C26 4.41208 1.11682 1.51995
C27 3.58880 0.64555 0.47489
S2 2.01274 1.38126 0.06724
O2 2.22556 2.45951 -0.95505
C28 1.59861 2.18371 1.59793
C29 1.28416 1.40437 2.70400
C30 0.82747 2.01837 3.85578
C31 0.66568 3.40262 3.91370
C32 0.12032 4.05891 5.15022
C33 0.99032 4.15945 2.79135
C34 1.45460 3.55978 1.62904
H1 1.89943 -8.54260 -0.15314
H2 2.14873 -8.35394 1.57849
H3 3.51216 -8.18636 0.47703
H4 0.13627 -6.77600 -0.14580
H5 -0.36152 -4.35047 -0.26650
H6 3.64103 -3.48795 1.01102
H7 4.12513 -5.90252 1.12435
H8 0.46667 -2.82344 -2.34635
H9 1.26559 -2.25080 -4.60936
H10 2.80727 -1.02614 -6.05998
H11 4.73099 0.48161 -6.34072
H12 5.91121 1.37822 -4.35207
H13 5.18881 0.76166 -2.09876
H14 4.93947 -2.64502 -1.54029
H15 7.00041 -3.82184 -0.95790
H16 8.41629 -3.03042 0.92045
H17 7.75690 -1.04302 2.21112
H18 6.20818 0.80992 2.61100
H19 4.11889 1.99039 2.08617
H20 1.40176 0.32574 2.66786
H21 0.57912 1.41454 4.71989
H22 0.35415 3.47916 6.04194
H23 -0.96658 4.14371 5.08717
H24 0.52338 5.06306 5.27537
H25 0.87919 5.23655 2.82748
H26 1.70794 4.14106 0.75154
S3 -0.70570 0.48448 -2.01737
C35 -1.19310 2.15642 -2.16752
N1 -2.46235 2.43273 -2.43326
C36 -2.98078 3.79416 -2.53263
C37 -1.87119 4.71024 -3.02159
C38 -0.64121 4.53031 -2.14785
N2 -0.29667 3.11379 -2.07121
H27 -3.09504 1.64879 -2.43203
H28 -3.34479 4.11568 -1.55307
H29 -3.82131 3.78786 -3.22406
H30 -2.20505 5.74589 -2.98682
H31 -1.62569 4.47072 -4.05767
H32 -0.82656 4.90901 -1.13863
H33 0.21723 5.06053 -2.55609
H34 0.66208 2.84394 -1.81959

Here are the Löwdin charges for atoms 1 to 6, given in e: number 1, Au, carries 0.32; number 2, Se, carries 0.09; number 3, Se, carries -0.10; number 4, Te, carries 0.38; number 5, Se, carries -0.07; number 6, C, carries -0.04


# C4H8O3

A single C4H8O3 molecule (ωB97M-V/def2-TZVPD, the Open Molecules 2025 dataset).

Its electronic energy is -382.9367 hartree. The energy above the lowest of the compared OMol25 structures with the same formula, charge and spin comes out at 17.7 kcal/mol. As for the SMILES: CCOC(=O)CO.

Positions of all 15 atoms, in Å:
C1 -2.44773 0.05488 0.33952
C2 -1.30878 -0.64683 -0.37153
O1 -0.19197 0.26404 -0.40340
C3 1.00966 -0.19908 -0.06716
O2 1.27561 -1.34573 0.22018
C4 2.04971 0.90174 -0.06686
O3 3.29368 0.40562 0.32551
H1 -2.18777 0.24157 1.38571
H2 -2.67137 1.01409 -0.13683
H3 -3.35268 -0.55853 0.31367
H4 -1.55721 -0.88396 -1.41094
H5 -1.00166 -1.56445 0.13532
H6 2.08878 1.33613 -1.07619
H7 1.70234 1.69166 0.61411
H8 3.16096 -0.54271 0.48574

Here are the Löwdin charges for atoms 1 to 6, given in e: number 1, C, carries -0.07; number 2, C, carries -0.21; number 3, O, carries 0.00; number 4, C, carries -0.46; number 5, O, carries 0.11; number 6, C, carries -0.17


# C8H22B2O27

13 unconnected molecules or ions with the total composition C8H22B2O27 in a non-equilibrium geometry (ωB97M-V/def2-TZVPD, the Open Molecules 2025 dataset).

Its electronic energy is -2399.7358 hartree. The energy above the lowest of the compared OMol25 structures with the same formula, charge and spin comes out at 0.0 kcal/mol. As for the total charge: -3. As for the spin multiplicity: 2.

Positions of all 59 atoms, in Å:
O1 -1.65106 -6.28235 -2.83172
C1 -1.43839 -5.20518 -2.26996
O2 -2.28544 -4.22484 -2.33880
B1 -1.82609 -3.16058 -1.40279
O3 -0.57453 -3.66276 -0.84475
C2 -0.22796 -4.79275 -1.36013
O4 0.79131 -5.47868 -1.13317
O5 -2.82420 -2.89163 -0.31394
C3 -3.41428 -1.65089 -0.59313
O6 -4.39102 -1.12295 -0.01523
C4 -2.59848 -1.00149 -1.72706
O7 -1.68589 -1.85305 -2.10089
O8 -2.73085 0.20985 -2.09198
O9 -0.93185 -2.01771 2.07649
C5 -0.44654 -1.14931 1.36787
O10 -0.83841 0.12619 1.28683
B2 0.11489 0.99046 0.60923
O11 1.00360 0.07948 -0.02626
C6 0.78211 -1.16473 0.45181
O12 1.52692 -2.12886 0.31602
O13 -0.53323 1.81650 -0.37070
C7 -0.36215 3.11767 -0.06411
O14 -0.81955 4.10741 -0.60922
C8 0.58066 3.18149 1.12194
O15 0.81281 1.95716 1.51731
O16 0.96292 4.26073 1.60653
O17 -3.71122 5.62757 -1.72755
H1 -4.12982 6.02698 -0.96501
H2 -3.07606 5.01379 -1.35865
O18 1.76781 5.18774 -2.31219
H3 1.51201 4.28149 -2.14039
H4 1.42231 5.67991 -1.56745
O19 3.34145 -4.61850 -0.10561
H5 3.41448 -4.49876 0.84126
H6 2.39923 -4.64461 -0.27225
O20 1.97185 -1.49637 -2.68715
H7 2.24154 -2.00579 -1.92295
H8 1.54411 -0.72235 -2.32084
O21 3.72453 4.78238 2.24714
H9 4.22611 4.21815 1.65865
H10 2.80959 4.59313 2.03912
O22 3.92424 2.28140 0.81325
H11 3.02292 2.00725 0.64379
H12 4.43694 1.86014 0.12339
O23 -2.29765 2.71975 -3.04329
H13 -1.97268 1.89314 -2.68641
H14 -3.02045 2.96320 -2.46491
O24 -3.47420 -3.24092 2.26779
H15 -2.58057 -2.91372 2.37075
H16 -3.88883 -2.62155 1.66721
O25 -0.31572 -5.06796 2.46151
H17 0.50142 -5.04476 2.95949
H18 -0.14323 -4.52553 1.69193
O26 4.08398 -1.55659 1.04299
H19 3.40797 -2.18257 0.78338
H20 3.74023 -1.14783 1.83733
O27 -0.67867 5.38853 3.43632
H21 -1.34750 4.77869 3.12490
H22 0.14856 4.92539 3.30431

Here are the Löwdin charges for atoms 1 to 6, given in e: number 1, O, carries 0.07; number 2, C, carries -0.38; number 3, O, carries 0.23; number 4, B, carries -0.83; number 5, O, carries 0.25; number 6, C, carries -0.33


# C18H16BF5

2 unconnected molecules or ions with the total composition C18H16BF5 in a non-equilibrium geometry (ωB97M-V/def2-TZVPD, the Open Molecules 2025 dataset).

Its electronic energy is -1219.7015 hartree.

Positions of all 40 atoms, in Å:
F1 -2.45384 -5.57911 -1.28268
B1 -3.01155 -4.46909 -0.66668
F2 -4.28214 -4.20190 -1.15186
F3 -3.00907 -4.59567 0.71296
C1 -2.06816 -3.18711 -1.03459
C2 -2.61494 -1.92948 -0.50534
C3 -2.77162 -1.71142 0.78175
H1 -1.09356 -3.41775 -0.60582
H2 -1.98540 -3.19329 -2.12149
H3 -2.93564 -1.17665 -1.20767
H4 -3.18497 -0.79777 1.16014
H5 -2.51423 -2.46642 1.49686
F4 1.58531 2.01738 5.07716
C4 0.49994 2.00841 4.26416
C5 -0.75734 2.28889 4.77517
C6 -1.86261 2.29312 3.94712
C7 -1.73085 1.98990 2.61480
C8 -0.47188 1.70262 2.06761
C9 -0.36564 1.43135 0.67136
C10 0.81359 1.29616 -0.02509
C11 0.84596 1.06873 -1.38294
C12 2.02049 0.86918 -2.16688
C13 3.30531 0.80579 -1.60520
C14 4.41411 0.57012 -2.38769
F5 5.64029 0.48488 -1.81876
C15 4.26769 0.40079 -3.75460
C16 3.01616 0.47452 -4.33060
C17 1.90540 0.70479 -3.55647
C18 0.64129 1.72624 2.92368
H6 -0.84741 2.52343 5.82081
H7 -2.83043 2.54454 4.34585
H8 -2.59157 1.99492 1.96809
H9 -1.28297 1.34065 0.11613
H10 1.73980 1.40340 0.50504
H11 -0.09773 1.01731 -1.89623
H12 3.45255 0.93062 -0.54887
H13 5.14123 0.19152 -4.34677
H14 2.91035 0.33816 -5.39221
H15 0.93299 0.77229 -4.01325
H16 1.63111 1.53592 2.55299

Here are the Löwdin charges for atoms 1 to 6, given in e: number 1, F, carries 0.10; number 2, B, carries -1.19; number 3, F, carries 0.11; number 4, F, carries 0.10; number 5, C, carries -0.11; number 6, C, carries -0.22